Computed, not measured: an isolated molecule of C12H13NO in a non-equilibrium geometry, with ωB97M-V with the def2-TZVPD basis set.

The value obtained for the HOMO energy is -8.345 eV. The SMILES is c1cc2c3c(ccc2o1)CCNCC3. Its gap between HOMO and LUMO is 9.28 eV. Its net charge is 0. Its spin multiplicity is 1. The calculation puts the relative energy (zero: lowest compared OMol25 entry of this formula, charge and spin) at 1.077 eV.

XYZ file:
```
27
Properties=species:S:1:pos:R:3:nbo_charge:R:1
O 3.83443 0.26920 0.23292 -0.41
N -3.02326 -0.71406 0.21302 -0.62
C -1.68468 1.36638 -0.09681 -0.45
C -2.58673 0.53510 0.80049 -0.24
C 2.14236 1.92543 -0.16502 -0.26
C 2.57081 -1.65555 -0.03110 -0.30
C 3.81515 -1.14268 0.20232 0.09
C -0.15454 1.04909 -0.10691 -0.04
C -0.62699 -1.46325 0.12334 -0.44
C 0.27189 -0.23967 -0.05513 0.01
C -1.96594 -1.24199 -0.60856 -0.22
C 2.56709 0.58904 0.05867 0.30
C 1.67074 -0.50671 -0.04889 -0.13
C 0.78257 2.11877 -0.18604 -0.19
H -0.66458 -1.68648 1.18989 0.22
H -2.38794 -2.21228 -1.01917 0.20
H 2.30121 -2.75752 -0.03625 0.24
H -3.86335 -0.66788 -0.35340 0.36
H 0.40396 3.17863 -0.34164 0.21
H -1.66328 -0.67243 -1.49800 0.16
H -2.11390 0.17536 1.75235 0.20
H -3.43998 1.14808 1.13984 0.21
H 4.84992 -1.51284 0.36955 0.22
H -1.76860 2.48375 0.06795 0.22
H -0.13629 -2.26018 -0.36557 0.22
H 2.84229 2.73429 -0.06281 0.22
H -1.97235 1.16039 -1.17505 0.21
```